{"formula": "C45H102N6O7", "method": "ωB97M-V/def2-TZVPD", "symbols": ["C", "C", "C", "C", "C", "C", "C", "C", "C", "N", "O", "H", "H", "H", "H", "H", "H", "H", "H", "H", "H", "H", "H", "H", "H", "H", "H", "H", "H", "H", "C", "C", "C", "C", "C", "C", "C", "C", "C", "N", "O", "H", "H", "H", "H", "H", "H", "H", "H", "H", "H", "H", "H", "H", "H", "H", "H", "H", "H", "H", "C", "C", "C", "C", "C", "C", "C", "C", "C", "N", "O", "H", "H", "H", "H", "H", "H", "H", "H", "H", "H", "H", "H", "H", "H", "H", "H", "H", "H", "H", "C", "C", "C", "C", "C", "C", "C", "C", "C", "N", "O", "H", "H", "H", "H", "H", "H", "H", "H", "H", "H", "H", "H", "H", "H", "H", "H", "H", "H", "H", "C", "O", "C", "C", "C", "N", "H", "H", "H", "H", "H", "H", "H", "H", "H", "H", "H", "C", "O", "C", "C", "C", "N", "H", "H", "H", "H", "H", "H", "H", "H", "H", "H", "H", "C", "O", "H", "H", "H", "H"], "positions_angstrom": [[-2.899, -6.271, 4.935], [-1.847, -5.402, 4.197], [-1.776, -4.001, 4.924], [-0.445, -6.004, 4.256], [-0.215, -7.171, 3.377], [-0.667, -6.943, 1.981], [-1.997, -6.218, 1.769], [-1.778, -5.457, 0.431], [-3.180, -7.240, 1.690], [-2.164, -5.163, 2.785], [-3.153, -4.256, 2.511], [-2.754, -7.250, 4.480], [-2.691, -6.309, 6.004], [-3.916, -5.893, 4.833], [-1.234, -3.152, 4.507], [-2.735, -3.668, 5.320], [-1.234, -4.233, 5.841], [0.357, -5.341, 3.932], [-0.194, -6.446, 5.221], [0.801, -7.528, 3.208], [-0.748, -8.074, 3.676], [-0.722, -7.940, 1.542], [0.169, -6.664, 1.339], [-2.645, -4.829, 0.227], [-1.436, -6.189, -0.300], [-0.938, -4.779, 0.589], [-3.376, -7.785, 2.613], [-3.063, -7.952, 0.872], [-4.137, -6.749, 1.515], [-2.659, -3.446, 2.367], [2.904, 5.075, -1.645], [3.331, 3.654, -1.175], [4.702, 3.840, -0.573], [2.376, 3.289, 0.006], [2.636, 1.863, 0.470], [2.577, 0.845, -0.721], [3.549, 1.247, -1.967], [4.985, 0.891, -1.696], [2.954, 0.438, -3.169], [3.428, 2.718, -2.265], [4.010, 3.164, -3.481], [2.699, 5.711, -0.784], [3.627, 5.637, -2.236], [1.972, 4.997, -2.206], [4.584, 4.776, -0.028], [4.972, 3.187, 0.257], [5.598, 3.785, -1.192], [2.495, 3.906, 0.897], [1.363, 3.283, -0.395], [3.655, 1.829, 0.856], [1.991, 1.458, 1.249], [1.582, 0.582, -1.079], [3.022, -0.101, -0.414], [5.666, 1.387, -2.388], [5.306, -0.126, -1.923], [5.267, 1.210, -0.693], [3.421, -0.543, -3.089], [3.068, 0.945, -4.127], [1.890, 0.215, -3.095], [3.262, 3.364, -4.048], [1.107, -5.334, -2.320], [2.564, -5.118, -1.628], [3.730, -5.180, -2.675], [2.426, -3.666, -0.951], [3.437, -3.283, 0.151], [3.568, -4.421, 1.142], [3.820, -5.808, 0.522], [5.252, -6.084, -0.051], [3.615, -6.808, 1.690], [2.744, -6.063, -0.526], [2.723, -7.304, -1.108], [0.230, -4.980, -1.777], [1.081, -4.793, -3.265], [1.043, -6.396, -2.556], [4.617, -4.606, -2.408], [4.028, -6.228, -2.700], [3.382, -5.056, -3.701], [2.934, -3.052, -1.694], [1.391, -3.400, -0.734], [4.429, -3.202, -0.294], [3.192, -2.319, 0.595], [2.632, -4.605, 1.668], [4.390, -4.280, 1.844], [6.013, -6.208, 0.720], [5.638, -5.400, -0.806], [5.223, -7.017, -0.614], [2.541, -6.770, 1.873], [4.160, -6.622, 2.615], [3.792, -7.871, 1.525], [1.935, -7.720, -0.750], [-3.365, 7.334, 0.335], [-1.764, 7.112, 0.111], [-1.602, 6.842, -1.389], [-1.014, 8.520, 0.309], [-0.665, 8.773, 1.833], [0.083, 7.546, 2.450], [-0.723, 6.241, 2.338], [0.260, 5.088, 2.672], [-1.763, 6.368, 3.343], [-1.163, 6.031, 0.972], [-1.699, 4.803, 0.813], [-3.739, 7.744, -0.604], [-3.835, 6.373, 0.543], [-3.578, 7.945, 1.212], [-1.813, 7.723, -1.996], [-0.573, 6.577, -1.632], [-2.180, 6.008, -1.787], [-0.086, 8.541, -0.262], [-1.542, 9.420, -0.007], [-0.147, 9.721, 1.979], [-1.625, 8.850, 2.343], [0.394, 7.544, 3.495], [0.967, 7.438, 1.823], [-0.302, 4.158, 2.596], [0.718, 5.206, 3.654], [1.050, 5.036, 1.923], [-2.295, 5.417, 3.332], [-2.503, 7.116, 3.058], [-1.489, 6.706, 4.343], [-1.301, 4.577, -0.030], [-4.290, -0.042, -2.399], [-4.372, 1.129, -3.216], [-5.797, 1.524, -3.476], [-5.732, 3.036, -3.870], [-4.799, 3.862, -2.973], [-7.039, 3.746, -3.844], [-3.239, -0.329, -2.405], [-4.862, -0.876, -2.806], [-4.516, 0.264, -1.378], [-6.295, 0.998, -4.291], [-6.342, 1.296, -2.560], [-5.313, 2.993, -4.875], [-4.813, 4.914, -3.258], [-3.788, 3.464, -3.059], [-5.152, 3.740, -1.949], [-7.010, 4.747, -3.976], [-7.394, 3.541, -2.921], [-1.567, 1.856, -1.310], [-1.085, 0.991, -0.255], [-1.933, 0.307, 0.574], [-1.132, -0.589, 1.513], [-0.368, -1.753, 0.830], [-1.925, -1.249, 2.617], [-1.580, 1.456, -2.324], [-1.005, 2.790, -1.307], [-2.559, 2.126, -0.949], [-2.635, 0.964, 1.089], [-2.485, -0.361, -0.087], [-0.330, -0.010, 1.970], [0.336, -1.292, 0.138], [-0.963, -2.352, 0.141], [0.044, -2.457, 1.554], [-1.348, -1.832, 3.206], [-2.293, -0.446, 3.106], [0.784, 3.874, -4.468], [0.121, 4.058, -5.710], [1.483, 4.685, -4.264], [0.020, 3.832, -3.691], [1.160, 2.853, -4.530], [0.053, 3.199, -6.133]], "e_above_lowest_kcal_mol": 120.10, "homo_energy_ev": -7.8, "multiplicity": 1, "e_lumo_ev": 0.42}